(1)
The following is a DFT calculation (wB97M-V/def2-TZVPD) of a structure of composition C12H37AgBN3O3 in a non-equilibrium geometry.

Results
**Electronic energy**: -1040.96441 hartree
**Charge**: -1
**2S+1**: 2
**LUMO (alpha / beta)**: 2.8166 / 2.7673 eV
**Highest occupied orbital energy (alpha / beta)**: 0.52 / -5.47 eV
**Gap between HOMO and LUMO (alpha / beta)**: 0.085 / 0.303 hartree
**Strongest force on any atom**: 0.0881 hartree/bohr

Geometry (Å):
Ag  22.76828  12.30625  -1.59447
B  22.57620  10.16755  0.02588
H  21.57785  9.78433  -0.11792
H  23.12639  9.96643  -0.88025
H  22.53960  11.19720  0.34636
H  23.03133  9.49600  0.73730
C  20.31416  13.52858  0.01846
C  20.55014  14.29058  -1.28858
C  19.73426  15.55656  -1.38568
O  19.77169  16.04475  -2.73789
C  18.67236  16.85626  -3.14662
N  21.99467  14.55118  -1.31218
H  20.20922  14.29785  0.78351
H  21.12167  12.82840  0.23240
H  19.42348  12.90648  -0.06979
H  20.44406  13.60471  -2.12908
H  20.17288  16.26353  -0.68147
H  18.72636  15.23750  -1.12027
H  18.91534  17.24387  -4.13598
H  18.34536  17.62182  -2.44299
H  17.85881  16.13263  -3.19742
H  22.25067  14.78132  -2.26171
H  22.15706  15.41377  -0.81251
C  26.10040  11.89103  0.57421
C  26.37031  12.06988  -0.92621
C  27.64918  11.30343  -1.41204
O  28.65723  12.00433  -0.80041
C  29.94752  11.92038  -1.42215
N  25.22904  11.60638  -1.71440
H  25.74247  10.91949  0.91497
H  25.27130  12.56579  0.78724
H  26.95164  12.09883  1.22253
H  26.52870  13.14610  -0.99536
H  27.57936  11.38102  -2.49703
H  27.81026  10.30434  -1.00711
H  30.65732  12.46371  -0.79839
H  29.88039  12.47324  -2.35913
H  30.44490  10.95230  -1.48151
H  25.44208  11.59769  -2.70164
H  25.11688  10.62111  -1.52264
C  22.62179  11.46103  -5.50525
C  21.37919  11.86001  -4.75562
C  20.03498  11.30037  -5.30169
O  18.92433  11.61393  -4.44732
C  18.31505  12.90732  -4.67666
N  21.55019  11.36018  -3.45716
H  23.55171  11.83907  -5.08047
H  22.74250  11.86754  -6.50938
H  22.75277  10.38822  -5.64672
H  21.34145  12.94648  -4.83476
H  20.13690  10.21910  -5.39430
H  19.86003  11.64864  -6.31963
H  19.02394  13.71762  -4.50641
H  17.51917  12.98879  -3.93637
H  17.81314  12.84709  -5.64235
H  20.54399  11.38126  -3.37222
H  21.91847  10.42030  -3.42387

=====

(2)
The following is a DFT calculation (wB97M-V/def2-TZVPD) of a structure of composition C12H38AsF6O11 in a non-equilibrium geometry.

Results
**Electronic energy**: -4142.64723 hartree
**Charge**: -1
**LUMO**: 2.2268 eV
**Highest occupied orbital energy**: -7.11 eV
**Gap between HOMO and LUMO**: 0.343 hartree
**Strongest force on any atom**: 0.0967 hartree/bohr

Geometry (Å):
As  -17.45070  2.94859  14.48274
F  -16.72246  2.71429  12.90668
F  -18.42129  1.37333  14.09454
F  -18.11961  2.95123  16.16285
F  -16.64130  4.51630  14.82700
F  -18.81770  3.86850  13.80348
F  -16.05688  2.01367  15.22836
C  -16.31722  -1.42274  13.02393
O  -17.39702  -0.73296  12.35982
H  -15.55281  -1.73770  12.31359
H  -15.83148  -0.86007  13.82115
H  -16.69143  -2.27192  13.59573
H  -17.68379  -0.14772  13.06470
C  -17.52661  6.85179  12.01353
O  -17.85788  8.21007  11.68850
H  -16.50156  6.57556  11.76640
H  -17.74246  6.64225  13.06120
H  -18.14683  6.09344  11.53572
H  -17.15555  8.81323  11.94256
C  -15.88611  2.85200  18.76383
O  -16.76416  3.92725  18.46399
H  -15.23081  3.09332  19.60077
H  -16.35657  1.90514  19.02881
H  -15.22874  2.77545  17.89775
H  -17.41235  3.66396  17.80663
C  -19.52720  3.11671  11.20153
O  -19.92597  2.54995  10.00080
H  -19.70078  2.41641  12.01857
H  -18.46353  3.21270  11.41949
H  -19.98187  4.06788  11.47835
H  -19.52836  1.69523  9.81920
C  -20.64925  -0.67842  14.68750
O  -19.22693  -0.88090  14.96274
H  -20.95925  -0.82462  13.65279
H  -21.37065  -1.36457  15.13121
H  -20.90910  0.33901  14.97977
H  -18.81427  -0.01478  14.92908
C  -19.77086  5.26808  18.31144
O  -19.35564  5.25504  19.72267
H  -19.73970  6.25423  17.84814
H  -19.17465  4.62319  17.66587
H  -20.72211  4.75275  18.17860
H  -19.89748  5.89775  20.18626
C  -17.29085  7.67297  16.05442
O  -16.55880  6.68282  16.59104
H  -16.86855  7.98518  15.09929
H  -18.24262  7.21799  15.78015
H  -17.55705  8.49020  16.72478
H  -16.76199  5.88485  16.09752
C  -13.32786  1.60242  13.23422
O  -13.52732  0.37530  13.84091
H  -14.04837  2.41183  13.35180
H  -12.49042  2.13222  13.68819
H  -13.10393  1.41839  12.18347
H  -14.36672  0.45709  14.29952
C  -13.94530  4.90131  11.27965
C  -13.05662  5.56045  12.36371
C  -13.60002  6.80640  13.03542
O  -13.05873  6.82401  14.25304
C  -12.57665  5.59926  14.49610
O  -12.19956  5.17189  15.51901
O  -12.67148  4.83012  13.46773
H  -14.84092  4.59114  11.81795
H  -13.43508  4.05780  10.81461
H  -14.27128  5.63854  10.54594
H  -12.09987  5.71483  11.86480
H  -14.68042  6.90146  12.92679
H  -13.16257  7.61048  12.44365

=====

(3)
The following is a DFT calculation (wB97M-V/def2-TZVPD) of a cluster of 6 separate species, C12H38BrN3O6 in total in a non-equilibrium geometry.

Results
**Electronic energy**: -3669.64748 hartree
**Charge**: 0
**LUMO**: -0.0035 eV
**Highest occupied orbital energy**: -7.51 eV
**Gap between HOMO and LUMO**: 0.276 hartree
**Strongest force on any atom**: 0.0492 hartree/bohr

Geometry (Å):
N  0.81820  0.18620  -0.42031
H  1.36987  -0.20931  -1.16820
H  1.08458  1.15023  -0.27966
H  1.02441  -0.37556  0.39332
H  -0.16210  0.08220  -0.64011
Br  3.07939  -1.08009  -2.37859
C  2.87173  0.14925  2.21105
C  1.66756  -0.55211  2.75776
C  0.53360  0.47145  3.16536
O  1.03762  1.38523  4.12027
C  0.10135  2.34236  4.55674
N  1.19850  -1.43573  1.74083
H  3.63415  -0.59201  1.97154
H  3.37155  0.77215  2.95285
H  2.73603  0.83865  1.37774
H  1.92214  -1.11267  3.65724
H  -0.26302  -0.09653  3.64586
H  0.15541  1.04110  2.31649
H  0.62890  3.24341  4.86961
H  -0.55707  2.01130  5.35984
H  -0.45801  2.73192  3.70618
H  1.71045  -2.30396  1.67630
H  0.25872  -1.62026  2.06153
C  -1.13494  -2.72607  -1.37964
C  -2.33331  -1.90825  -0.84935
C  -2.62755  -2.30847  0.69410
O  -2.72716  -3.73688  0.70855
C  -2.99384  -4.28495  2.00420
N  -1.96885  -0.51404  -0.92442
H  -0.34154  -2.73834  -0.63232
H  -0.76374  -2.28955  -2.30687
H  -1.34108  -3.77930  -1.57014
H  -3.11926  -2.15277  -1.56389
H  -3.56022  -1.87834  1.05912
H  -1.87152  -1.96124  1.39833
H  -3.28054  -5.33191  1.90537
H  -3.72549  -3.75085  2.61045
H  -2.07618  -4.25428  2.59162
H  -1.85729  -0.22421  -1.88549
H  -2.79661  -0.03560  -0.59884
C  1.72110  3.54519  -0.28885
C  0.27884  3.70859  -0.35213
O  -0.46349  2.63377  0.28140
O  2.24777  2.47894  -1.00745
H  1.94083  3.32957  0.75678
H  2.23832  4.46949  -0.54622
H  0.02071  3.74028  -1.41065
H  0.24930  4.67450  0.15210
H  -1.36909  2.95236  0.28429
H  2.95369  2.73600  -1.60511
C  0.38719  -0.00949  -5.21807
C  -0.01882  0.87825  -4.01514
O  -1.24114  0.35189  -3.56627
O  0.82809  -1.26898  -4.89132
H  1.25508  0.43801  -5.70241
H  -0.38621  -0.04237  -5.98546
H  -0.16336  1.92582  -4.27937
H  0.73358  0.81803  -3.22877
H  -1.98164  0.71210  -4.05974
H  1.52445  -1.22414  -4.23202

=====

(4)
The following is a DFT calculation (wB97M-V/def2-TZVPD) of a cluster of 6 separate species, C12H38N10O6 in total in a non-equilibrium geometry.

Results
**Electronic energy**: -1478.98881 hartree
**Charge**: 0
**LUMO**: -0.1880 eV
**Highest occupied orbital energy**: -9.06 eV
**Gap between HOMO and LUMO**: 0.326 hartree
**Strongest force on any atom**: 0.1990 hartree/bohr
**SMILES**: COC[C@H](C)N.COC[C@H](C)N.NC(N)=O.NC(N)=O.NC(N)=O.NC(N)=O

Geometry (Å):
C  1.45435  0.49962  2.45963
O  1.12052  -0.19619  3.65766
C  0.15958  -1.14077  3.67577
C  0.36777  -1.88655  4.96636
C  1.52839  -2.86536  5.25069
N  -0.93872  -2.59305  5.30988
H  2.44602  0.86259  2.72970
H  0.71462  1.29164  2.34299
H  1.54575  -0.10768  1.55911
H  -0.75408  -0.56469  3.82225
H  0.15115  -1.91604  2.90962
H  0.55003  -1.15018  5.74907
H  2.45481  -2.29628  5.32812
H  1.66710  -3.60691  4.46396
H  1.37749  -3.29568  6.24073
H  -1.54214  -1.86306  5.66076
H  -1.47214  -3.09713  4.61602
C  -1.31814  4.44803  -0.62055
O  -1.33927  4.43934  -2.06395
C  -0.07070  4.31125  -2.66293
C  0.39393  2.81170  -2.83401
C  1.55579  2.52062  -3.74981
N  -0.69666  2.16176  -3.41769
H  -1.24659  3.41723  -0.27350
H  -2.18607  4.86373  -0.10869
H  -0.45143  4.87699  -0.11765
H  -0.11176  4.89891  -3.58003
H  0.72476  4.77246  -2.07758
H  0.63523  2.30475  -1.89973
H  1.43557  2.61954  -4.82863
H  1.94185  1.52499  -3.53123
H  2.32271  3.20874  -3.39426
H  -0.85826  2.74443  -4.22669
H  -1.33752  2.45414  -2.69388
N  1.51298  -4.89514  -1.34686
C  0.69166  -3.93918  -1.73273
N  -0.31491  -4.34637  -2.40941
O  0.87767  -2.75595  -1.48304
H  2.29212  -4.55418  -0.80209
H  1.36405  -5.87628  -1.53473
H  -0.49971  -5.33929  -2.41695
H  -0.93877  -3.58286  -2.62835
N  -0.83104  -1.15742  0.21747
C  -1.01314  -0.08868  -0.47841
N  -0.30178  -0.19431  -1.48101
O  -1.79974  0.83003  -0.40485
H  -1.53383  -1.30858  0.92693
H  -0.24424  -1.87704  -0.17990
H  0.25054  -1.03359  -1.58423
H  -0.21648  0.51133  -2.19857
N  2.93945  0.20014  -0.74282
C  3.39302  1.33411  -0.28068
N  4.67430  1.33667  -0.08399
O  2.75037  2.29270  0.03361
H  3.53549  -0.61325  -0.79977
H  1.99591  0.14340  -1.09865
H  5.25430  0.55358  -0.34943
H  5.22393  2.17429  0.04402
N  -4.33482  -0.59055  -1.55078
C  -5.37972  -0.52678  -0.84731
N  -5.11951  0.32339  0.13276
O  -6.44568  -1.03281  -1.05472
H  -3.47591  -0.16759  -1.22911
H  -4.46449  -1.22148  -2.32874
H  -4.21227  0.75911  0.21743
H  -5.85368  0.18970  0.81336

=====

(5)
The following is a DFT calculation (wB97M-V/def2-TZVPD) of a cluster of 6 separate species, C12H38N2O6 in total in a non-equilibrium geometry.

Results
**Electronic energy**: -1040.84856 hartree
**Charge**: 0
**LUMO**: 0.5764 eV
**Highest occupied orbital energy**: -9.51 eV
**Gap between HOMO and LUMO**: 0.371 hartree
**Strongest force on any atom**: 0.0246 hartree/bohr
**SMILES**: COC[C@H](C)N.COC[C@H](C)N.CO.CO.CO.CO

Geometry (Å):
C  22.57992  -6.67545  -2.26162
O  22.61266  -5.51740  -1.45136
C  22.99313  -5.82635  -0.13259
C  23.24945  -4.57611  0.66299
C  24.41993  -3.76568  0.13248
N  23.43306  -4.84703  2.09480
H  21.91725  -7.43012  -1.81391
H  23.55947  -7.11938  -2.47572
H  22.11189  -6.43558  -3.21902
H  22.21029  -6.41182  0.38103
H  23.88081  -6.48306  -0.12723
H  22.39221  -3.90273  0.53778
H  24.31413  -3.55196  -0.92793
H  25.40186  -4.20911  0.35147
H  24.50309  -2.81230  0.66393
H  22.68140  -5.45640  2.41140
H  24.28762  -5.39090  2.20250
C  24.29603  4.00117  -0.94735
O  24.09996  3.81437  -2.30729
C  22.74470  3.80826  -2.70823
C  22.25947  2.42147  -3.06776
C  20.79104  2.40623  -3.48208
N  22.45689  1.42408  -1.97610
H  23.75973  3.26745  -0.33165
H  23.98222  5.00042  -0.62110
H  25.35603  3.88724  -0.72658
H  22.10534  4.23997  -1.92445
H  22.64027  4.44483  -3.59387
H  22.81225  2.07351  -3.94726
H  20.15209  2.88098  -2.72725
H  20.46988  1.37034  -3.57506
H  20.62507  2.93454  -4.41992
H  21.86248  1.68773  -1.19146
H  23.40763  1.50965  -1.62503
C  26.82621  -1.30728  -4.83873
O  26.90107  -1.75562  -6.18035
H  25.89638  -0.75810  -4.65872
H  26.89186  -2.14412  -4.13655
H  27.67367  -0.64267  -4.68175
H  26.27504  -2.48965  -6.28344
C  19.50741  -2.75921  -4.93437
O  19.44621  -2.37474  -3.57732
H  19.66743  -3.84062  -5.04475
H  18.55190  -2.51896  -5.40386
H  20.31862  -2.24777  -5.45931
H  20.29980  -1.97707  -3.34387
C  24.85447  -4.97202  -4.58506
O  25.36663  -4.32771  -5.75414
H  25.68674  -5.17153  -3.90577
H  24.13905  -4.36318  -4.02895
H  24.37959  -5.92445  -4.82592
H  24.87013  -4.67537  -6.49918
C  22.64918  -2.10982  -2.53379
O  21.93734  -1.07488  -3.25817
H  22.73130  -1.80308  -1.48688
H  22.07556  -3.02939  -2.61178
H  23.65304  -2.22235  -2.93611
H  22.20309  -0.22194  -2.85293

=====

(6)
The following is a DFT calculation (wB97M-V/def2-TZVPD) of a cluster of 7 separate species, C12H38N4O12 in total in a non-equilibrium geometry.

Results
**Electronic energy**: -1601.91087 hartree
**Charge**: 0
**LUMO**: 0.1191 eV
**Highest occupied orbital energy**: -9.32 eV
**Gap between HOMO and LUMO**: 0.347 hartree
**Strongest force on any atom**: 0.0440 hartree/bohr
**SMILES**: NC(N)=O.NC(N)=O.OCCO.OCCO.OCCO.OCCO.OCCO

Geometry (Å):
N  1.89915  -21.70288  -5.86824
C  2.80264  -22.62591  -5.34382
N  3.89473  -22.11630  -4.63060
O  2.56796  -23.84506  -5.40401
H  1.25323  -22.06552  -6.54642
H  2.09403  -20.72700  -5.86216
H  4.08686  -21.14547  -4.56154
H  4.46872  -22.79181  -4.16322
N  3.81704  -26.42623  -10.90578
C  3.81745  -25.33605  -9.99438
N  3.61017  -25.73582  -8.68427
O  3.98910  -24.14602  -10.33890
H  3.87731  -26.28886  -11.90540
H  4.20082  -27.29730  -10.52708
H  3.42369  -26.69732  -8.49270
H  3.61722  -25.06920  -7.93929
O  6.63587  -22.96962  -11.13589
C  6.56495  -22.60290  -9.76251
C  5.65855  -21.38455  -9.55364
O  6.38515  -20.13927  -9.67965
H  5.79467  -23.40815  -11.36344
H  6.18616  -23.40047  -9.11128
H  7.55852  -22.30397  -9.41708
H  5.34375  -21.35508  -8.50741
H  4.81948  -21.39102  -10.24944
H  6.88528  -20.18993  -10.50789
O  1.07782  -25.49946  -3.74006
C  0.11335  -26.20324  -4.51872
C  0.61925  -27.42242  -5.28745
O  1.55888  -27.10262  -6.36182
H  1.75389  -25.11247  -4.33579
H  -0.52659  -26.61064  -3.71607
H  -0.53935  -25.60183  -5.16132
H  -0.25934  -27.86034  -5.77045
H  1.01288  -28.18228  -4.60087
H  2.34795  -26.70328  -5.96050
O  5.28170  -28.59853  -7.25434
C  6.35534  -28.65097  -8.19578
C  5.98627  -29.32373  -9.49967
O  4.63636  -28.98713  -9.88202
H  4.88839  -29.48276  -7.21781
H  6.68525  -27.61783  -8.30291
H  7.20743  -29.19518  -7.75973
H  6.06300  -30.41161  -9.40024
H  6.68525  -29.02761  -10.28668
H  4.14017  -29.80368  -9.96112
O  2.84460  -28.66229  -15.31839
C  2.32998  -27.85855  -14.27233
C  2.92977  -26.51011  -14.33384
O  4.23329  -26.48576  -13.78340
H  2.52370  -29.55868  -15.17963
H  1.22653  -27.85719  -14.23738
H  2.52742  -28.30930  -13.27972
H  2.31716  -25.85619  -13.71454
H  2.91136  -26.19460  -15.37852
H  4.90793  -26.71490  -14.42586
O  -0.71182  -27.98030  -9.31714
C  0.49225  -27.40620  -9.83266
C  0.37026  -25.90022  -9.76068
O  0.22455  -25.52693  -8.36593
H  -1.07882  -27.32645  -8.70191
H  1.34240  -27.80652  -9.28242
H  0.47373  -27.68101  -10.89224
H  -0.54813  -25.53666  -10.22678
H  1.21804  -25.37221  -10.21521
H  0.79025  -26.04672  -7.75383